[1]
Computed, not measured: the ion C21H23F4OSi with charge +1, with ωB97M-V/def2-TZVPD.

Last column: natural (NBO) charge in e.
Cartesian coordinates (Å):
F  3.1339  -1.8820  -3.6842  -0.3111
C  2.9874  -0.8369  -2.7980  0.4281
C  3.2656  0.4430  -3.2498  -0.3287
C  3.1717  1.4522  -2.2867  0.4268
F  3.5152  2.7449  -2.6294  -0.3184
C  2.6930  1.2286  -0.9947  -0.2651
C  2.3456  -0.0640  -0.5339  -0.0442
C  2.0079  -0.2759  0.9279  -0.2094
C  1.4325  -1.6401  1.2092  -0.0229
C  1.7573  -2.0929  2.5262  -0.2905
C  1.8529  -3.4572  2.8006  0.4318
F  2.3085  -3.8403  4.0255  -0.3105
C  1.4264  -4.4192  1.8571  -0.3295
C  0.9471  -3.9560  0.6248  0.4221
F  0.5448  -4.9184  -0.3062  -0.3172
C  0.8240  -2.5898  0.3070  -0.2816
C  2.5354  -1.1155  -1.5071  -0.2911
H  3.5394  0.6537  -4.2845  0.2686
H  2.6724  2.0978  -0.3321  0.1959
H  3.1424  -0.2098  1.5803  0.2901
H  2.1930  -1.3717  3.2429  0.2062
H  1.3962  -5.4734  2.1278  0.2663
H  0.5183  -2.3478  -0.7089  0.2553
H  2.4795  -2.1852  -1.2552  0.2536
C  5.1916  3.2286  2.1949  -1.1449
Si  4.7153  1.7813  3.2421  1.8517
C  4.9160  0.1211  2.4705  -1.1681
C  5.4556  1.9350  4.9659  -1.1307
O  3.0398  2.0556  3.4101  -0.7301
C  1.8311  1.6756  3.0750  0.7596
C  1.4140  1.1130  1.7586  -0.3749
C  -0.1221  1.3567  1.7548  -0.4067
C  -0.5288  1.8838  3.1849  -0.4119
C  0.7312  2.1524  3.9792  -0.5306
H  6.2145  3.0521  1.8293  0.2641
H  4.5045  3.3408  1.3403  0.2454
H  5.1656  4.1602  2.7879  0.2650
H  5.9752  -0.0931  2.5646  0.2781
H  4.3527  -0.6646  2.9602  0.2574
H  4.6937  0.1543  1.4088  0.2549
H  6.4755  1.5140  4.9102  0.2604
H  5.5347  2.9991  5.2615  0.2618
H  4.8833  1.3886  5.7388  0.2590
H  1.8614  1.8391  0.9495  0.3133
H  -0.1073  2.2045  1.0029  0.2207
H  -0.7071  0.4789  1.3764  0.2474
H  -1.1347  2.7997  3.0292  0.2432
H  -1.0890  1.0692  3.6601  0.2333
H  0.7492  1.5394  4.8876  0.2815
H  0.8802  3.2235  4.1708  0.2766

Computed properties:
Kohn-Sham gap in eV: 7.08
Total charge: +1
Max |F| in eV Å⁻¹: 4.7
Energy above the lowest of the compared OMol25 structures with the same formula, charge and spin in kJ/mol: 273.2

[2]
Computed, not measured: a structure of composition C21H23FeI2N9O, with ωB97M-V/def2-TZVPD.

Last column: natural (NBO) charge in e.
Cartesian coordinates (Å):
Fe  8.6691  12.4455  12.2772  1.4974
I  13.3695  6.1182  14.1437  0.1027
C  12.7040  8.0780  13.7312  -0.2606
C  13.4840  9.2038  14.1150  -0.2588
C  13.2441  10.3612  13.4897  -0.2817
I  14.0683  12.1112  14.1010  0.1322
C  12.2484  10.6021  12.4395  0.3870
O  12.2078  11.6462  11.7417  -0.7186
C  11.3213  9.5086  12.3562  -0.2660
C  10.0766  9.6248  11.4729  -0.2081
N  8.8839  10.3604  12.1635  -0.7141
C  8.6376  10.0258  13.5644  -0.2985
C  9.4549  10.9691  14.3839  0.2306
C  10.0629  10.5460  15.5738  -0.2192
C  10.7442  11.4786  16.3775  -0.1244
C  11.0222  12.7436  15.8219  -0.2246
C  10.4141  13.0854  14.6242  0.0714
N  9.6604  12.2429  13.9369  -0.6158
C  11.5539  8.3005  13.0249  -0.1590
H  14.3350  9.0842  14.8220  0.2357
H  10.2793  10.2195  10.6041  0.2420
H  9.6641  8.6599  11.1532  0.1962
H  8.0800  9.9832  11.6200  0.3921
H  7.5712  10.0610  13.7519  0.2241
H  9.1077  9.0370  13.7963  0.2384
H  9.8490  9.5145  15.9654  0.2424
H  11.0429  11.2338  17.4059  0.2387
H  11.7203  13.4877  16.3326  0.2535
H  10.5432  14.0564  14.1526  0.2121
H  10.8083  7.4573  12.9060  0.2012
N  8.9177  12.5999  10.3647  -0.8419
C  9.2928  12.0106  9.4011  0.6805
N  9.9020  11.3447  8.4717  -0.6393
C  9.7943  11.8865  7.2672  0.4154
N  9.8347  12.4316  6.2022  -0.4305
C  6.2611  13.9951  12.6844  -0.0983
N  7.6783  14.3695  12.6131  -0.5906
C  7.9662  15.2291  13.8149  -0.0874
N  7.1321  16.4578  13.8730  -0.4472
C  5.7065  16.0166  13.8956  -0.0939
N  5.3251  15.1945  12.7312  -0.4484
C  5.6141  15.9775  11.5003  -0.0907
N  7.0260  16.4630  11.4254  -0.4488
C  7.9018  15.2699  11.4463  -0.0959
C  7.3511  17.2532  12.6470  -0.0826
H  6.1094  13.3962  13.5919  0.2071
H  5.9717  13.4716  11.7454  0.2170
H  8.9832  15.6413  13.7655  0.2101
H  7.8654  14.6928  14.7703  0.2136
H  5.1303  16.9188  13.9704  0.2077
H  5.6023  15.5299  14.8838  0.2035
H  4.9241  16.8290  11.3682  0.2175
H  5.4387  15.2587  10.6283  0.2056
H  8.9788  15.6107  11.5427  0.2143
H  7.7982  14.6471  10.5330  0.2432
H  6.6872  18.1113  12.6902  0.2052
H  8.3693  17.6029  12.5499  0.2066

Computed properties:
Kohn-Sham gap (spin up / spin down) in eV: 5.93 / 5.53
Spin multiplicity: 5
Expectation value of S²: 6.016
Max |F| in eV Å⁻¹: 5.1
Energy above the lowest of the compared OMol25 structures with the same formula, charge and spin in kJ/mol: 288.4

[3]
Computed, not measured: the molecule C21H23N3O4S2, with ωB97M-V/def2-TZVPD.

Last column: natural (NBO) charge in e.
Cartesian coordinates (Å):
C  1.4603  4.6964  -0.1243  -0.6324
C  1.6875  3.2253  -0.2964  -0.0101
C  0.6055  2.3762  -0.4941  -0.2361
C  0.7995  1.0204  -0.6536  -0.2067
C  2.0792  0.4934  -0.6254  -0.2695
C  3.1738  1.3273  -0.4331  0.2679
O  4.4783  0.9002  -0.4115  -0.5067
C  4.7635  -0.4786  -0.4472  -0.0689
C  4.5355  -1.1499  0.9171  -0.4209
C  4.3481  -2.6677  0.7862  -0.4987
C  3.0279  -2.9401  0.0883  0.6948
O  2.9436  -3.2355  -1.0804  -0.5951
N  1.9542  -2.7439  0.9170  -0.6108
C  0.6169  -2.5536  0.5777  0.1795
C  0.1502  -2.6647  -0.7327  -0.2196
C  -1.1672  -2.3545  -1.0152  -0.1683
C  -2.0107  -1.9632  0.0052  -0.3759
S  -3.6574  -1.4438  -0.3930  2.3194
O  -4.4846  -1.4037  0.7705  -0.9082
O  -4.1422  -2.1018  -1.5664  -0.9292
N  -3.3663  0.1612  -0.9285  -0.8600
C  -3.0231  1.1129  -0.0254  0.2528
N  -2.4001  0.8683  1.0709  -0.5007
C  -2.1651  2.0035  1.7777  -0.0245
C  -2.6085  3.1512  1.2163  -0.4600
S  -3.3850  2.8177  -0.2940  0.3486
C  -1.5796  -1.8951  1.3154  -0.1263
C  -0.2627  -2.1884  1.6008  -0.2488
C  2.9797  2.7064  -0.2607  0.0108
C  4.1574  3.6107  -0.0514  -0.6563
H  1.9855  5.2590  -0.8950  0.2176
H  1.8332  5.0334  0.8423  0.2154
H  0.4004  4.9285  -0.1871  0.2148
H  -0.3921  2.7862  -0.5272  0.2059
H  -0.0441  0.3612  -0.7985  0.2153
H  2.2034  -0.5652  -0.7782  0.2031
H  5.8204  -0.5362  -0.7222  0.1963
H  4.1846  -0.9822  -1.2288  0.1892
H  3.6494  -0.7012  1.3749  0.2132
H  5.3850  -0.9387  1.5684  0.2173
H  5.1548  -3.0888  0.1859  0.2352
H  4.3615  -3.1324  1.7733  0.2201
H  2.1647  -2.5564  1.8882  0.3997
H  0.8233  -2.9690  -1.5169  0.2562
H  -1.5525  -2.4126  -2.0204  0.2429
H  -3.8928  0.4478  -1.7381  0.4289
H  -1.6448  1.9241  2.7140  0.2142
H  -2.5300  4.1563  1.5753  0.2439
H  -2.2775  -1.5955  2.0783  0.2556
H  0.0980  -2.1188  2.6169  0.2110
H  4.2222  4.3431  -0.8552  0.2147
H  5.0752  3.0328  -0.0312  0.2372
H  4.0597  4.1545  0.8876  0.2122

Computed properties:
Kohn-Sham gap in eV: 8.72
Max |F| in eV Å⁻¹: 1.5
Energy above the lowest of the compared OMol25 structures with the same formula, charge and spin in kJ/mol: 201.6

[4]
Computed, not measured: the molecule C21H23N3O5, with ωB97M-V/def2-TZVPD.

Last column: natural (NBO) charge in e.
Cartesian coordinates (Å):
C  -3.2759  -3.2283  -0.5433  -0.6180
C  -2.0966  -2.3364  -0.9204  -0.2120
N  -1.4124  -1.8097  0.2445  -0.4064
C  -0.4664  -2.7152  0.8809  -0.3094
C  0.9372  -2.5548  0.2697  0.6675
O  1.3901  -3.3702  -0.5059  -0.6142
N  1.5382  -1.4205  0.6879  -0.6144
C  2.7882  -0.9075  0.3276  0.1273
C  3.1361  0.3511  0.8142  -0.2263
C  4.3555  0.9191  0.5089  -0.1901
C  5.2592  0.2303  -0.2964  0.1146
N  6.5133  0.7430  -0.6450  -0.5995
C  7.0781  1.9413  -0.3151  0.6835
C  8.4663  2.0983  -0.9054  -0.7127
O  6.5488  2.7885  0.3657  -0.6028
C  4.9104  -1.0284  -0.7820  -0.2294
C  3.6904  -1.5967  -0.4774  -0.2223
C  -1.5213  -0.5718  0.7447  0.6860
O  -0.8033  -0.1784  1.6578  -0.6653
C  -2.5527  0.3734  0.1275  -0.0205
C  -2.6495  1.6601  0.9532  -0.0838
O  -3.5304  2.5698  0.3400  -0.4769
C  -4.7058  1.9975  -0.0690  0.2044
C  -5.7745  2.8264  -0.3887  -0.2260
C  -6.9828  2.2849  -0.7813  -0.2178
C  -7.1399  0.9097  -0.8499  -0.2237
C  -6.0784  0.0765  -0.5542  -0.2499
C  -4.8558  0.6132  -0.1736  0.2784
O  -3.8164  -0.2553  0.0768  -0.5151
H  -3.9985  -2.6574  0.0322  0.2248
H  -2.9505  -4.0813  0.0467  0.2041
H  -3.7544  -3.5970  -1.4462  0.2161
H  -2.4501  -1.5121  -1.5383  0.2127
H  -1.3613  -2.9071  -1.4961  0.2158
H  -0.4341  -2.4934  1.9504  0.2384
H  -0.7976  -3.7414  0.7240  0.2269
H  0.9833  -0.8183  1.2952  0.4375
H  2.4374  0.8878  1.4395  0.2127
H  4.6149  1.8924  0.8891  0.2507
H  7.0653  0.1262  -1.2253  0.3942
H  8.4230  2.0398  -1.9911  0.2254
H  9.1232  1.3132  -0.5362  0.2258
H  8.8682  3.0646  -0.6160  0.2426
H  5.6052  -1.5720  -1.4072  0.2045
H  3.4324  -2.5699  -0.8597  0.2538
H  -2.2281  0.6448  -0.8935  0.1980
H  -1.6789  2.1509  1.0239  0.2206
H  -2.9990  1.4031  1.9617  0.1906
H  -5.6306  3.8923  -0.3145  0.2265
H  -7.8063  2.9379  -1.0253  0.2166
H  -8.0868  0.4841  -1.1432  0.2163
H  -6.1718  -0.9962  -0.6159  0.2203

Computed properties:
Kohn-Sham gap in eV: 8.60
Max |F| in eV Å⁻¹: 0.7
Energy above the lowest of the compared OMol25 structures with the same formula, charge and spin in kJ/mol: 51.4